*w*
The following is a DFT calculation (ωB97M-V/def2-TZVPD) of a 2-piece molecular cluster, C2HClNO3 overall.

Each line ends with the Mulliken charge.
Element x y z (Å)
C: -0.463 0.808 -0.126  0.1563
C: 1.299 -0.813 0.072  0.5335
N: -2.545 0.495 0.081  -0.5194
O: 0.028 -0.391 0.115  -0.1705
O: 0.017 1.892 -0.217  -0.4099
O: 1.595 -1.976 0.001  -0.4786
Cl: 2.505 0.367 0.470  -0.1292
H: -2.435 -0.381 -0.395  0.0178

Summary:
Frontier orbital gap (alpha / beta), eV: 5.7 / 5.7
Charge: -1
HOMO (alpha / beta), eV: -2.463 / -2.462
M, g/mol: 122.5



*x*
The following is a DFT calculation (ωB97M-V/def2-TZVPD) of a 3-piece molecular cluster, C2HClNO3 overall.

Each line ends with the Mulliken charge.
Element x y z (Å)
C: 0.483 2.297 0.231  0.5183
C: -1.147 -1.931 -0.617  0.7196
N: 0.692 1.254 0.836  -0.2825
O: -1.715 -1.870 0.368  -0.3830
O: 0.385 3.412 -0.189  -0.5483
O: -0.852 -1.982 -1.738  -0.4353
Cl: 1.161 -1.531 0.429  -0.8090
H: 0.994 0.350 0.680  0.2203

Summary:
Frontier orbital gap, eV: 8.6
Charge: -1
HOMO, eV: -5.003
M, g/mol: 122.5



Energies relative to the most stable structure are *w* 615.2; *x* 0.0, reported in kJ/mol.



*w*
The following is a DFT calculation (ωB97M-V/def2-TZVPD) of a 5-piece molecular cluster, H11NO4 overall.

Each line ends with the Mulliken charge.
Element x y z (Å)
N: -2.233 0.029 -0.141  -0.7365
H: -3.233 -0.208 -0.381  0.2335
H: -2.140 -0.417 0.700  0.2234
H: -1.581 -0.472 -0.723  0.3914
O: 0.880 0.571 -1.208  -0.6185
H: -0.024 0.491 -1.326  0.2622
H: 0.946 1.391 -1.568  0.2602
O: 2.117 1.745 1.673  -0.6099
H: 1.820 1.570 0.845  0.2822
H: 1.424 2.062 2.122  0.3157
O: 0.765 -0.742 1.896  -0.6626
H: 1.586 -0.298 2.225  0.3499
H: 0.704 -0.457 0.914  0.3735
O: -0.580 -1.562 -1.657  -0.6955
H: 0.307 -1.238 -1.932  0.3341
H: -0.758 -2.465 -1.439  0.2967

Summary:
SMILES: N.O.O.O.O
Frontier orbital gap, eV: 10.4
HOMO, eV: -9.957
M, g/mol: 89.1



*x*
The following is a DFT calculation (ωB97M-V/def2-TZVPD) of a 5-piece molecular cluster, H11NO4 overall.

Each line ends with the Mulliken charge.
Element x y z (Å)
N: 0.606 1.359 -3.705  -0.5629
H: -0.285 1.441 -4.021  0.1899
H: 1.148 2.000 -4.218  0.1898
H: 0.823 0.477 -3.509  0.1885
O: -0.305 0.050 2.496  -0.6931
H: 0.073 -0.155 3.340  0.3250
H: 0.382 -0.388 1.785  0.3345
O: -0.502 -2.984 1.185  -0.6150
H: -1.335 -3.039 0.787  0.3053
H: 0.012 -2.237 0.819  0.3050
O: 0.411 -0.585 -0.775  -0.5920
H: 0.974 -1.092 -1.313  0.2868
H: -0.063 0.186 -1.124  0.3335
O: -0.341 2.220 1.035  -0.6794
H: 0.019 2.156 0.152  0.2717
H: -0.089 1.519 1.709  0.4124

Summary:
SMILES: N.O.O.O.O
Frontier orbital gap, eV: 10.7
HOMO, eV: -10.361
M, g/mol: 89.1



Energies relative to the most stable structure are *w* 0.0; *x* 13.2, reported in kJ/mol.